Entry 1:
2 unconnected molecules or ions with the total composition C19H31N2O5 at a distorted geometry, computed with ωB97M-V with the def2-TZVPD basis set.

Computed properties:
LUMO level	-4.7697	eV
gap between HOMO and LUMO	5.624	eV
HOMO	-0.3820	hartree
electronic energy	-1227.90300	Ha
total charge	+1
ΔE to the lowest compared entry with this formula, charge and spin	92.8	kcal per mole

Geometry as XYZ:
```
57
Properties=species:S:1:pos:R:3:mulliken_charge:R:1
C 3.794 -2.926 -0.557 -0.512
H 0.804 5.288 1.545 0.367
H 1.092 5.221 -0.980 0.322
N -1.023 4.199 1.521 -0.561
O 3.909 -1.907 0.423 -0.245
H -0.584 4.017 -2.558 0.250
H 5.346 -0.866 1.424 0.245
H -4.037 4.524 -4.338 0.294
H 3.072 -2.578 -1.306 0.359
H -2.829 2.288 -4.887 0.354
H 0.902 -4.738 2.551 0.390
H 4.743 -3.112 -1.069 0.350
H -1.947 0.748 1.384 0.376
C -1.917 3.614 0.693 -0.457
H -1.082 -1.247 0.532 0.320
H -1.234 1.715 -2.691 0.432
C 0.196 4.716 -0.538 -0.459
C 0.969 -3.659 2.712 -0.630
O 4.138 -4.905 0.940 -0.463
H 0.395 -3.165 1.929 0.030
H -2.818 3.179 1.201 0.242
C -0.726 4.057 -1.460 -0.407
O 2.298 -3.178 2.649 -0.281
H -4.345 2.326 0.192 0.582
H 3.654 -3.670 4.081 0.375
O -1.666 -1.967 0.851 -0.436
H 5.982 -1.885 0.126 0.408
H 4.962 -3.330 2.012 0.066
C -3.277 0.412 -0.360 -0.258
N -3.566 3.876 -3.698 0.043
C 3.271 -4.093 3.141 -0.502
C 0.051 4.763 0.910 -0.353
C -2.456 2.988 -4.096 -0.767
C -2.286 2.060 -2.828 -1.108
H -2.836 1.114 -3.106 0.461
H -2.342 0.195 -0.945 0.306
C -1.897 3.454 -0.753 0.361
C -3.958 1.788 -0.718 -1.317
H 2.826 -5.066 3.371 0.335
C -3.029 2.737 -1.588 2.102
H 3.143 -4.933 -0.804 0.430
H 2.281 -4.109 0.464 0.009
H -4.880 1.565 -1.333 0.450
H 5.159 -4.927 2.672 0.427
C -2.673 -1.286 1.554 0.330
H 5.105 -0.375 -0.267 0.270
O -3.267 -1.846 2.422 -0.498
C 4.437 -4.270 2.180 -0.288
C -3.893 3.756 -2.449 -0.765
H 0.521 -3.384 3.674 0.316
H -4.005 -0.395 -0.662 0.326
C 5.153 -1.232 0.413 -0.868
H -3.687 0.638 1.872 0.375
H -4.751 4.380 -2.102 0.465
H -1.534 3.442 -4.543 0.375
C -2.928 0.226 1.166 -0.757
C 3.272 -4.236 0.030 -0.209
```


Entry 2:
A molecular structure, C33H44ClN6O2SSi3Ti at a distorted geometry, computed with ωB97M-V with the def2-TZVPD basis set.

Computed properties:
LUMO level (alpha / beta)	-0.8923 / -0.8767	eV
⟨S²⟩	0.753
gap between HOMO and LUMO (alpha / beta)	6.463 / 6.615	eV
HOMO (alpha / beta)	-0.2703 / -0.2753	hartree
electronic energy	-4339.44319	Ha
ΔE to the lowest compared entry with this formula, charge and spin	27.5	kcal per mole
spin multiplicity	2

Geometry as XYZ:
```
91
Properties=species:S:1:pos:R:3:mulliken_charge:R:1
H 4.187 -4.625 -1.879 0.429
H 4.463 1.473 1.756 0.471
H -5.347 -3.159 0.207 0.440
C 2.183 -2.470 -0.191 -0.220
H 1.067 -2.009 -3.213 0.776
H 3.448 0.003 -4.760 0.419
C 4.377 2.282 -2.830 -1.185
H -3.610 -2.446 -1.406 0.528
C -0.542 3.576 -1.092 -0.861
H 5.305 -0.119 -1.940 0.578
C 2.188 4.461 -1.778 -1.412
C -3.407 -2.468 -0.342 -0.831
C 2.471 3.397 1.105 -1.404
H 4.246 -1.325 -2.674 0.442
C -2.102 1.457 4.532 -0.664
H 2.564 4.793 -2.754 0.442
N 1.486 -1.908 -1.230 0.964
N -2.549 0.845 -1.318 -1.286
H 0.066 4.089 -3.916 0.402
H -3.995 0.955 -3.234 0.237
H 4.124 -3.808 2.861 0.424
C 1.677 -2.415 -2.418 -0.498
H -3.184 0.150 3.204 0.616
N -0.845 2.341 2.221 -0.029
H -0.228 -2.445 2.867 0.214
C -2.852 -2.527 2.390 -0.768
C 3.566 -3.461 1.999 -1.289
H -0.531 3.357 -0.023 -0.155
H 3.985 3.083 -3.466 0.285
H -3.319 0.769 0.769 0.335
H -0.893 2.935 5.537 0.438
Ti 0.232 -0.290 -0.616 -1.767
H 1.683 1.557 3.156 0.544
Si 2.456 1.690 0.341 0.036
C -0.563 2.873 3.409 -0.325
H 2.518 3.308 2.198 0.602
Si 3.119 0.908 -2.509 0.494
C 1.742 1.342 -1.308 1.854
H -2.863 0.366 -4.414 0.241
C -0.496 -2.014 1.901 -0.755
C -2.120 -2.049 0.087 -0.246
C -2.132 0.518 -2.518 0.666
Cl -5.318 -3.401 3.055 -0.249
H 0.739 0.076 3.104 0.264
H 2.498 0.021 2.840 0.437
C 4.143 1.015 0.815 -1.517
N -3.059 0.700 -3.492 -0.396
N 0.412 -1.651 1.076 1.683
H 0.174 3.673 3.407 0.473
H 4.125 -0.074 0.954 0.340
H -1.452 3.132 -1.509 0.337
H 1.652 5.308 -1.327 0.439
H 1.592 4.000 0.843 0.132
C 1.586 0.595 2.656 -1.940
C 3.416 -3.885 -1.687 -1.100
C -1.858 -2.094 1.487 0.984
N -1.618 0.858 -0.291 1.957
H 1.754 -0.279 -4.295 0.257
C 2.409 -2.670 2.192 -0.302
H 4.056 -0.892 -0.969 -0.272
C 3.212 -3.407 -0.375 1.376
C -2.244 0.909 0.830 -0.797
H -2.627 -2.588 3.450 0.426
H 2.262 1.321 -4.812 0.316
H 4.771 -4.539 0.608 0.443
H 4.905 1.238 0.059 0.244
Si 0.995 2.983 -1.974 0.439
H 1.452 3.116 -4.434 0.362
H -0.609 4.666 -1.229 0.599
C 0.560 3.113 -3.795 -1.272
C -1.760 1.373 2.159 0.460
H -2.605 1.114 5.430 0.452
C 2.617 -3.432 -2.686 -1.315
H -0.115 2.334 -4.150 0.257
H 2.059 -2.464 3.198 0.445
C 3.939 -3.858 0.750 -0.762
H 5.235 1.831 -3.349 0.431
C 4.274 -0.494 -1.961 -0.629
H 3.057 4.252 -1.150 0.235
O -1.260 -1.657 -0.773 -0.181
H 2.718 -3.805 -3.699 0.447
H 3.365 3.946 0.786 0.441
S -0.593 -0.088 -3.004 -0.646
C -4.365 -2.858 0.553 -0.626
C -4.084 -2.881 1.935 0.054
C 1.710 -2.198 1.122 -0.150
H 4.752 2.740 -1.905 0.279
O 1.361 0.769 1.257 0.699
C -1.155 2.467 4.595 -0.788
C 2.579 0.439 -4.248 -1.147
C -2.419 0.915 3.299 -0.802
```


Entry 3:
3 unconnected molecules or ions with the total composition C32H25NO7PS at a distorted geometry, computed with ωB97M-V with the def2-TZVPD basis set.

Computed properties:
LUMO level	-5.4412	eV
gap between HOMO and LUMO	5.905	eV
HOMO	-0.4170	hartree
electronic energy	-2555.13690	Ha
total charge	+1

Geometry as XYZ:
```
67
Properties=species:S:1:pos:R:3:mulliken_charge:R:1
H 2.889 6.139 -4.345 0.292
C 3.918 -4.066 2.420 -0.658
H -1.310 -0.652 2.188 0.518
C -4.433 0.044 -1.780 -0.533
H 3.003 -2.413 -0.971 0.427
H -2.101 3.336 -0.276 0.348
C -5.262 -0.200 -2.876 -0.573
H -6.276 -1.698 -4.050 0.396
C 2.631 1.566 4.727 -0.475
H -0.017 4.478 -4.231 0.295
H 2.149 3.244 3.463 0.405
C 2.950 0.208 4.775 -0.671
C -4.371 -2.327 -1.294 0.302
C 3.401 -1.963 3.646 0.627
C -1.661 -1.661 1.979 -0.683
H 3.270 3.554 -4.401 0.395
C 3.668 -4.206 0.019 -0.529
H -2.885 -5.273 1.259 0.469
H 4.331 -5.838 1.262 0.409
O -4.302 -4.595 -0.691 -0.665
C 3.021 -0.537 3.591 0.400
H -5.499 -3.586 -2.648 0.465
H -4.140 1.065 -1.544 0.460
H 1.211 1.697 -1.976 0.357
O -2.424 3.172 -2.916 -0.457
C 0.140 4.620 -3.062 -0.280
O 1.025 2.090 -2.883 -0.507
H 3.728 -4.780 -0.903 0.408
C 2.751 0.075 2.367 0.246
O 2.497 -0.184 0.047 -0.754
H 1.830 3.840 -1.698 0.299
C 3.259 -2.872 -0.017 -0.543
H 2.580 2.144 5.648 0.398
O -1.362 4.004 -0.442 -0.495
O 3.635 -2.502 4.721 -0.675
H 2.240 1.926 1.369 0.557
C 4.004 -4.801 1.235 -0.480
S -2.659 6.066 -2.280 -0.342
N 2.266 5.551 -3.748 -0.077
C 2.438 1.439 2.322 -0.565
H -0.481 -2.545 3.552 0.507
C -5.638 -1.506 -3.190 -0.470
H 3.146 -0.265 5.735 0.489
C -2.543 -4.258 1.456 -0.588
P -1.520 4.481 -2.128 0.791
C -5.198 -2.569 -2.398 -0.608
H 4.179 -4.538 3.365 0.477
C 2.788 -0.708 1.116 0.635
H -5.610 0.629 -3.488 0.433
H -1.863 2.737 -3.623 0.322
C -3.074 -0.758 0.142 0.485
C -1.193 -2.727 2.750 -0.475
H 0.530 6.820 -3.413 0.384
C -3.922 -3.455 -0.454 0.608
C 2.385 2.183 3.501 -0.584
C 3.186 -2.129 1.169 0.249
H 1.498 6.176 -1.747 0.311
C 1.346 3.520 -2.741 0.010
C -1.642 -4.022 2.495 -0.616
C -3.979 -1.023 -0.993 0.328
C 1.088 5.963 -2.843 -0.533
C -3.000 -3.192 0.670 0.213
C -2.571 -1.894 0.941 0.309
C 2.477 4.168 -3.784 -0.110
H -1.284 -4.852 3.102 0.429
O -2.739 0.389 0.416 -0.714
C 3.503 -2.728 2.387 0.209
```


Entry 4:
2 unconnected molecules or ions with the total composition C5H15N2O at a distorted geometry, computed with ωB97M-V with the def2-TZVPD basis set.

Computed properties:
LUMO level	-6.4751	eV
gap between HOMO and LUMO	7.144	eV
HOMO	-0.5005	hartree
electronic energy	-383.90866	Ha
total charge	+1
ΔE to the lowest compared entry with this formula, charge and spin	89.3	kcal per mole

Geometry as XYZ:
```
23
Properties=species:S:1:pos:R:3:mulliken_charge:R:1
H 2.586 0.653 2.151 0.333
C 0.561 0.184 -0.145 -0.036
H -1.679 1.167 -1.292 0.397
H 0.474 1.269 -0.143 0.275
N 3.346 -0.516 -1.591 -0.734
H -3.234 -0.942 0.023 0.291
H -0.620 -1.566 -0.447 0.372
C -0.655 -0.477 -0.405 -0.021
H 3.793 -0.560 -0.684 0.242
N -3.041 0.031 -0.193 -0.336
C -2.919 0.807 1.063 -0.667
H -1.976 0.623 1.589 0.165
H 1.217 -1.401 1.214 0.315
H -2.031 -0.448 -1.957 0.361
H 0.570 0.047 2.004 0.427
H 1.263 -0.051 -1.004 0.372
C 1.197 -0.311 1.192 -0.670
H -2.989 1.869 0.835 0.282
C -1.838 0.119 -1.034 -0.716
H 3.823 0.168 -2.163 0.224
H -3.733 0.562 1.736 0.359
H 3.384 -1.406 -2.070 0.238
O 2.501 0.176 1.320 -0.474
```


Entry 5:
A single CH2N4O2 molecule at a distorted geometry, computed with ωB97M-V with the def2-TZVPD basis set.

Computed properties:
LUMO level	-0.3865	eV
SMILES	O=c1nn[nH]n1O
gap between HOMO and LUMO	9.617	eV
HOMO	-0.3676	hartree
electronic energy	-408.65869	Ha
ΔE to the lowest compared entry with this formula, charge and spin	79.6	kcal per mole

Geometry as XYZ:
```
9
Properties=species:S:1:pos:R:3:mulliken_charge:R:1
O -1.359 -0.854 -0.345 -0.414
C -0.332 1.125 -0.026 0.468
N 1.017 1.467 -0.175 -0.177
N 1.725 0.476 -0.110 -0.175
N -0.261 -0.294 0.231 0.265
H 1.368 -1.461 0.268 0.237
H -1.778 -1.567 0.381 0.379
N 0.980 -0.704 -0.166 -0.072
O -1.359 1.812 -0.059 -0.511
```


Entry 6:
A single C5H6O2S molecule at a distorted geometry, computed with ωB97M-V with the def2-TZVPD basis set.

Computed properties:
LUMO level	-0.0076	eV
SMILES	OC(=S)[C@H]1C=COC1
gap between HOMO and LUMO	8.619	eV
HOMO	-0.3170	hartree
electronic energy	-742.68283	Ha
ΔE to the lowest compared entry with this formula, charge and spin	64.0	kcal per mole

Geometry as XYZ:
```
14
Properties=species:S:1:pos:R:3:mulliken_charge:R:1
C -0.094 -0.592 -1.866 -0.105
H -1.768 0.412 0.481 0.318
S 1.473 0.377 2.796 -0.339
O -1.223 -0.057 -1.504 -0.367
O -0.283 -0.992 1.685 -0.439
H -0.239 -1.205 2.741 0.342
H 1.009 1.587 0.093 0.359
C 1.017 -0.332 -1.085 -0.677
H -0.234 -1.406 -2.562 0.401
H 1.963 -0.993 -1.337 0.253
C 0.395 0.619 -0.025 0.651
C 0.491 0.138 1.482 0.003
H -1.434 1.767 -0.579 0.230
C -1.072 0.678 -0.320 -0.630
```


Entry 7:
2 unconnected molecules or ions with the total composition C2H2Cl6 at a distorted geometry, computed with ωB97M-V with the def2-TZVPD basis set.

Computed properties:
LUMO level (alpha / beta)	-5.1154 / -11.3568	eV
⟨S²⟩	0.755
gap between HOMO and LUMO (alpha / beta)	9.344 / 3.065	eV
HOMO (alpha / beta)	-0.5314 / -0.5300	hartree
electronic energy	-2838.12270	Ha
total charge	+1
ΔE to the lowest compared entry with this formula, charge and spin	5.0	kcal per mole
spin multiplicity	2

Geometry as XYZ:
```
10
Properties=species:S:1:pos:R:3:mulliken_charge:R:1
Cl 20.003 -4.563 22.377 0.215
Cl 24.141 -5.096 25.265 -0.111
C 22.893 -4.207 26.172 0.000
H 23.398 -4.075 27.129 0.334
Cl 21.355 -1.987 22.130 0.102
H 22.407 -4.090 22.850 0.192
C 21.632 -3.808 22.138 0.296
Cl 22.568 -2.668 25.483 -0.071
Cl 22.212 -4.423 20.518 0.135
Cl 21.401 -5.110 26.596 -0.092
```


Entry 8:
A single C20H22N2O6S molecule at a distorted geometry, computed with ωB97M-V with the def2-TZVPD basis set.

Computed properties:
LUMO level	0.5104	eV
SMILES	CCOC(=O)Cn1c(=O)oc2cc(S(=O)(=O)NCCCc3ccccc3)ccc21
gap between HOMO and LUMO	9.281	eV
HOMO	-0.3223	hartree
electronic energy	-1734.51012	Ha
ΔE to the lowest compared entry with this formula, charge and spin	4.7	kcal per mole

Geometry as XYZ:
```
51
Properties=species:S:1:pos:R:3:mulliken_charge:R:1
O 2.396 -1.569 0.063 -0.485
H -4.463 -1.454 -0.595 0.305
H 1.229 -1.166 2.596 0.425
O 4.618 -1.249 -0.011 -0.383
H 4.102 1.092 0.620 0.412
C -0.858 -0.661 2.425 -0.624
O -3.903 -0.509 3.318 -0.760
C -1.432 1.339 1.165 -0.675
C 0.995 1.652 -3.139 -0.627
H 4.127 -3.232 -0.322 0.274
C 0.499 -0.474 2.210 -0.962
C -2.056 -1.240 -2.273 -1.215
H -1.721 -2.265 -2.442 0.396
H -2.185 2.005 0.777 0.513
C -3.508 -1.842 -0.217 -1.053
H -4.101 -2.387 1.698 0.293
N 2.081 1.060 0.964 0.262
H -1.219 -1.504 2.990 0.377
H -3.414 -2.894 -0.503 0.440
N -3.447 -1.774 1.234 -0.273
C 3.375 -0.915 0.302 0.791
C -2.355 -1.026 -0.787 0.122
H 4.807 -3.219 -2.737 0.397
C 0.868 0.605 1.427 1.069
C -0.316 1.892 -3.511 -0.642
H -2.953 -1.063 -2.867 0.425
C 1.869 2.192 0.192 0.314
C 1.320 0.454 -2.526 -0.369
C -0.086 1.512 0.937 0.461
H -0.581 2.824 -3.988 0.388
O -4.284 0.665 1.181 -0.667
H -1.454 -1.266 -0.220 0.169
H 3.619 0.226 2.102 0.308
H -2.584 0.029 -0.635 0.328
C -0.977 -0.259 -2.645 0.263
O 0.544 2.478 0.208 -0.433
H 2.343 0.265 -2.233 0.310
H 5.844 -2.761 -0.519 0.336
H 5.212 -1.501 -2.602 0.289
H 0.606 -1.414 -1.777 0.407
C -1.788 0.215 1.893 -0.060
S -3.514 -0.262 1.961 1.417
C 3.360 0.418 1.055 -1.064
C -1.293 0.942 -3.264 -0.533
C 4.810 -2.479 -0.726 -0.248
C 0.343 -0.493 -2.276 0.172
H 1.758 2.394 -3.314 0.405
H 3.536 -2.037 -2.407 0.182
O 2.713 2.827 -0.370 -0.603
H -2.317 1.139 -3.550 0.370
C 4.576 -2.294 -2.217 -0.944
```


Q: Which of these has the lowest electronic energy?
A: C33H44ClN6O2SSi3Ti